Record 1
Computed, not measured: the molecule C4H6ClNS, with ωB97M-V/def2-TZVPD.

XYZ file:
```
13
C4H6ClNS (ωB97M-V/def2-TZVPD)
C -2.07653 -0.41805 -1.28641
C -0.59406 -0.59343 -1.18452
C 0.06233 0.58982 -0.46406
C 0.07620 0.32579 1.06105
N -2.73506 0.62942 -1.40101
S -0.71643 2.06788 -1.16905
Cl -2.84614 -1.92193 -1.17012
H -0.14146 -1.57214 -0.74491
H -0.32110 -0.79251 -2.28051
H 1.12326 0.79896 -0.93361
H 0.69302 -0.45949 1.33028
H -1.01297 0.21016 1.49110
H 0.65676 1.21868 1.46726
```

The multiplicity is 1. Its HOMO energy (alpha / beta) is -9.28 / -9.28 eV. The value obtained for the energy relative to the best compared isomer or geometry (same formula, charge and spin) is 67.68 kcal/mol.

List of natural (NBO) charges in e, atom by atom: number 1, C, carries 0.12; number 2, C, carries -0.49; number 3, C, carries -0.38; number 4, C, carries -0.63; number 5, N, carries -0.29; number 6, S, carries 0.20; number 7, Cl, carries 0.04; number 8, H, carries 0.24; number 9, H, carries 0.26; number 10, H, carries 0.26; number 11, H, carries 0.21; number 12, H, carries 0.23; number 13, H, carries 0.22

Record 2
Computed, not measured: a structure of composition C22H27IrN4O4S3Te, with ωB97M-V/def2-TZVPD.

XYZ file:
```
62
C22H27IrN4O4S3Te (ωB97M-V/def2-TZVPD)
Ir -0.61183 0.01733 0.66646
O 3.07424 3.97986 -0.22273
C 3.73129 2.84999 -0.53349
C 5.07487 2.96946 -0.89167
C 5.81390 1.85244 -1.21994
C 5.23199 0.58656 -1.20029
C 3.90367 0.46473 -0.84940
C 3.13162 1.57990 -0.51385
C 1.71537 1.37005 -0.14658
O 1.24395 0.17416 -0.23529
N 1.01141 2.39395 0.24599
N -0.33061 2.08072 0.53473
C -1.00874 3.15955 0.75662
S -0.17617 4.70708 0.71731
C -1.67631 5.71372 0.79192
C -2.69612 4.95555 1.60840
S -2.72468 3.24083 1.02201
H 2.15446 3.72940 0.01660
H 5.51140 3.95929 -0.90072
H 6.85531 1.96566 -1.49393
H 5.81258 -0.28906 -1.45666
H 3.42566 -0.50500 -0.82548
H -2.03438 5.89697 -0.22067
H -1.41045 6.66314 1.25602
H -3.70314 5.35230 1.48462
H -2.43670 4.95998 2.66661
Te -3.10279 -0.18038 1.59693
C -4.05564 -0.38596 -0.26982
C -4.78778 -1.46052 -0.69462
C -5.33972 -1.29413 -1.99758
C -5.01153 -0.09582 -2.55083
S -4.04811 0.83420 -1.48167
H -4.93199 -2.34124 -0.08302
H -5.94612 -2.03597 -2.49789
H -5.28211 0.28085 -3.52421
C 0.91866 -2.50486 0.13512
C 1.03307 -4.04254 0.01251
N -0.23974 -4.68950 0.30718
C -0.61761 -4.36051 1.67811
C -0.69134 -2.83074 1.88777
N -0.45152 -2.12549 0.59483
C -1.41973 -2.63796 -0.42130
C -1.25323 -4.16478 -0.60152
H 1.09627 -2.00869 -0.81518
H 1.62543 -2.08965 0.85281
H 1.78456 -4.43318 0.70032
H 1.33654 -4.32138 -0.99769
H 0.11852 -4.80274 2.35112
H -1.58062 -4.82640 1.89257
H 0.06784 -2.48565 2.58923
H -1.66074 -2.51274 2.26032
H -1.22644 -2.09412 -1.34956
H -2.41671 -2.38062 -0.08582
H -0.96384 -4.41132 -1.62400
H -2.19612 -4.67294 -0.39438
C 1.87068 0.42724 3.91291
O 1.33461 0.26618 2.59171
C -0.00454 0.10946 2.52964
O -0.68744 0.04400 3.52200
H 2.94563 0.50963 3.78346
H 1.62024 -0.43023 4.53543
H 1.47127 1.32917 4.37384
```

The multiplicity is 1. Its HOMO energy is -6.89 eV. The value obtained for the energy relative to the best compared isomer or geometry (same formula, charge and spin) is 0.00 kcal/mol.

List of natural (NBO) charges in e, atom by atom: number 1, Ir, carries 0.75; number 2, O, carries -0.68; number 3, C, carries 0.34; number 4, C, carries -0.27; number 5, C, carries -0.17; number 6, C, carries -0.27; number 7, C, carries -0.17; number 8, C, carries -0.16; number 9, C, carries 0.59; number 10, O, carries -0.75; number 11, N, carries -0.49; number 12, N, carries -0.36; number 13, C, carries -0.05; number 14, S, carries 0.33; number 15, C, carries -0.55; number 16, C, carries -0.54; number 17, S, carries 0.37; number 18, H, carries 0.51; number 19, H, carries 0.22; number 20, H, carries 0.21; number 21, H, carries 0.21; number 22, H, carries 0.22; number 23, H, carries 0.22; number 24, H, carries 0.24; number 25, H, carries 0.24; number 26, H, carries 0.23; number 27, Te, carries 0.09; number 28, C, carries -0.52; number 29, C, carries -0.31; number 30, C, carries -0.26; number 31, C, carries -0.44; number 32, S, carries 0.44; number 33, H, carries 0.22; number 34, H, carries 0.22; number 35, H, carries 0.24; number 36, C, carries -0.26; number 37, C, carries -0.25; number 38, N, carries -0.41; number 39, C, carries -0.25; number 40, C, carries -0.27; number 41, N, carries -0.41; number 42, C, carries -0.28; number 43, C, carries -0.25; number 44, H, carries 0.23; number 45, H, carries 0.23; number 46, H, carries 0.20; number 47, H, carries 0.21; number 48, H, carries 0.21; number 49, H, carries 0.21; number 50, H, carries 0.21; number 51, H, carries 0.25; number 52, H, carries 0.21; number 53, H, carries 0.25; number 54, H, carries 0.21; number 55, H, carries 0.21; number 56, C, carries -0.26; number 57, O, carries -0.55; number 58, C, carries 0.71; number 59, O, carries -0.64; number 60, H, carries 0.20; number 61, H, carries 0.19; number 62, H, carries 0.19

Record 3
Computed, not measured: a cluster of 2 separate species, C2H11N3 in total, with ωB97M-V/def2-TZVPD.

XYZ file:
```
16
C2H11N3 (ωB97M-V/def2-TZVPD)
N 1.45085 -0.31771 1.41651
C 1.10501 0.77070 0.54203
N -0.07907 1.56686 0.84048
H 1.39666 -0.04030 2.39213
H 0.75657 -1.11499 1.18062
H 1.95979 1.44489 0.43184
H 0.88002 0.26417 -0.42302
H 0.07600 2.17295 1.63724
H -0.86637 0.96527 1.06024
C -0.98538 -1.28556 -1.05361
N -1.17322 -0.09254 -1.83197
H -1.85756 -1.42083 -0.41631
H -0.96393 -2.14335 -1.72506
H -0.10774 -1.49337 -0.22619
H -0.47414 -0.02024 -2.56834
H -1.11749 0.74405 -1.25659
```

The multiplicity is 1. Its HOMO energy is -9.15 eV. The value obtained for the energy relative to the best compared isomer or geometry (same formula, charge and spin) is 18.63 kcal/mol. The structure (SMILES) is NCN.CN.

List of natural (NBO) charges in e, atom by atom: number 1, N, carries -0.84; number 2, C, carries -0.07; number 3, N, carries -0.86; number 4, H, carries 0.35; number 5, H, carries 0.35; number 6, H, carries 0.18; number 7, H, carries 0.18; number 8, H, carries 0.36; number 9, H, carries 0.35; number 10, C, carries -0.40; number 11, N, carries -0.83; number 12, H, carries 0.19; number 13, H, carries 0.20; number 14, H, carries 0.12; number 15, H, carries 0.36; number 16, H, carries 0.37

Record 4
Computed, not measured: a structure of composition C48H42LaN8O2S, with ωB97M-V/def2-TZVPD.

XYZ file:
```
102
C48H42LaN8O2S (ωB97M-V/def2-TZVPD)
La -0.52454 0.06673 0.83892
O -1.96874 -0.73121 2.70429
C -3.12198 -1.27767 3.00001
C -3.46853 -1.50427 4.33612
C -4.59284 -2.24621 4.63777
C -5.42326 -2.82542 3.66714
C -5.11498 -2.60470 2.33378
C -4.00191 -1.78965 2.00121
C -3.71843 -1.65688 0.58634
N -2.81737 -0.96850 -0.01109
N -3.06938 -0.85937 -1.37718
C -1.96727 -0.53309 -2.00292
O -0.84507 -0.22610 -1.51278
C -2.10824 -0.34066 -3.45583
C -3.37574 -0.37526 -4.06869
C -3.54665 -0.03586 -5.38719
C -2.39387 0.22881 -6.11259
C -1.08982 0.24313 -5.58348
C -0.96197 -0.04315 -4.23322
H -2.88016 -1.02014 5.10017
H -4.85499 -2.33637 5.69457
H -6.30660 -3.33403 3.89993
H -5.82497 -2.97231 1.58163
H -4.53300 -1.96181 -0.10734
H -4.15976 -0.78840 -3.41106
H -4.47761 -0.07918 -5.95408
H -2.64247 0.58395 -7.11924
H -0.25383 0.47030 -6.17060
H 0.00751 -0.00901 -3.75305
C 2.51635 3.80594 -0.64109
C 2.00972 4.40230 -1.77963
C 0.73885 4.04583 -2.20769
C 0.01320 3.08970 -1.47751
N 0.56502 2.46804 -0.41453
C 1.81777 2.76368 -0.11067
C -1.43645 2.88298 -1.83648
C -1.79695 3.11623 -3.16720
C -3.09620 3.16225 -3.57435
C -4.10315 3.09043 -2.58653
C -3.81109 2.88828 -1.25624
C -2.45428 2.74731 -0.86340
H 3.46630 4.01667 -0.18687
H 2.63676 5.07232 -2.28525
H 0.30929 4.53693 -3.09902
H 2.11087 2.16795 0.85890
H -1.09442 3.15832 -3.96128
H -3.47329 3.18342 -4.56898
H -5.16671 3.14354 -2.79812
H -4.56882 2.70798 -0.53588
C 3.43377 -1.31969 -1.70373
C 2.56659 -2.59497 -1.47783
C 2.92289 -3.72413 -2.21955
C 2.16429 -4.89486 -2.08398
C 1.00070 -4.82808 -1.33600
C 0.64822 -3.69264 -0.63281
C -0.67550 -3.70678 0.06365
C 1.56659 -2.63617 -0.51547
N 1.42804 -1.55827 0.34836
C 1.62537 -1.86829 1.69182
C 1.89903 -3.30306 2.11166
C 1.51847 -0.89260 2.63612
C 1.64291 -1.16051 4.06660
N 1.25757 0.49714 2.34819
C 2.11238 1.32544 3.00317
C 1.52609 2.24919 3.96441
C 0.05820 2.40258 4.12052
C 2.36645 3.03816 4.75233
C 3.74798 3.03621 4.56476
C 4.27404 2.19381 3.60774
C 3.51164 1.36853 2.83440
C 4.10149 0.72160 1.67302
H 4.08957 -1.45329 -2.51739
H 3.87986 -1.13633 -0.70134
H 1.68313 -0.19517 -1.33946
H 3.68930 -3.56776 -2.94358
H 2.43984 -5.77911 -2.66657
H 0.27982 -5.68627 -1.39547
H -1.42712 -4.01685 -0.66914
H -0.98309 -2.80480 0.55991
H -0.73724 -4.55184 0.78727
H 2.35767 -3.82685 1.27213
H 0.93048 -3.78339 2.36943
H 2.59698 -3.26742 2.94160
H 0.64984 -1.07553 4.52027
H 2.26461 -0.44959 4.58272
H 1.97084 -2.19852 4.25453
H -0.37856 1.43445 4.31375
H -0.46754 2.79785 3.25183
H -0.04137 3.16993 4.92484
H 1.90264 3.79943 5.41354
H 4.26986 3.73338 5.16214
H 5.33898 2.25731 3.45445
H 4.94946 1.21682 1.18251
H 3.34087 0.53946 0.91024
H 4.48779 -0.27867 1.91110
S -2.90460 3.37859 1.69479
C -2.14784 2.46360 0.57140
N 2.43856 -0.22200 -2.03501
C 2.63050 0.91025 -2.74518
N 3.67643 1.01930 -3.59641
C 4.34708 0.08108 -4.17377
N 5.02975 -0.68441 -4.74222
```

The multiplicity is 2. Its HOMO energy (alpha / beta) is -1.25 / -1.25 eV. The value obtained for the energy relative to the best compared isomer or geometry (same formula, charge and spin) is 152.34 kcal/mol. As for the charge: -2. Its expectation value of S² is 0.7655.

Löwdin population analysis, charges in e, atoms 1 to 99: number 1, La, carries 2.02; number 2, O, carries -0.27; number 3, C, carries -0.38; number 4, C, carries -0.04; number 5, C, carries -0.12; number 6, C, carries -0.13; number 7, C, carries -0.06; number 8, C, carries -0.14; number 9, C, carries -0.12; number 10, N, carries -0.10; number 11, N, carries 0.05; number 12, C, carries -0.52; number 13, O, carries -0.23; number 14, C, carries -0.13; number 15, C, carries -0.05; number 16, C, carries -0.12; number 17, C, carries -0.12; number 18, C, carries -0.07; number 19, C, carries 0.00; number 20, H, carries 0.10; number 21, H, carries 0.09; number 22, H, carries 0.06; number 23, H, carries 0.10; number 24, H, carries 0.12; number 25, H, carries 0.11; number 26, H, carries 0.09; number 27, H, carries 0.09; number 28, H, carries 0.08; number 29, H, carries 0.10; number 30, C, carries -0.07; number 31, C, carries -0.06; number 32, C, carries -0.01; number 33, C, carries -0.20; number 34, N, carries 0.05; number 35, C, carries -0.16; number 36, C, carries -0.12; number 37, C, carries -0.07; number 38, C, carries -0.09; number 39, C, carries -0.09; number 40, C, carries -0.08; number 41, C, carries -0.32; number 42, H, carries 0.10; number 43, H, carries 0.09; number 44, H, carries 0.11; number 45, H, carries 0.11; number 46, H, carries 0.10; number 47, H, carries 0.09; number 48, H, carries 0.09; number 49, H, carries 0.07; number 50, C, carries -0.09; number 51, C, carries -0.13; number 52, C, carries -0.03; number 53, C, carries -0.09; number 54, C, carries -0.08; number 55, C, carries -0.23; number 56, C, carries -0.04; number 57, C, carries -0.26; number 58, N, carries 0.00; number 59, C, carries -0.30; number 60, C, carries 0.00; number 61, C, carries -0.33; number 62, C, carries -0.02; number 63, N, carries -0.13; number 64, C, carries -0.29; number 65, C, carries -0.20; number 66, C, carries -0.04; number 67, C, carries -0.07; number 68, C, carries -0.10; number 69, C, carries -0.08; number 70, C, carries -0.26; number 71, C, carries -0.06; number 72, H, carries 0.05; number 73, H, carries 0.11; number 74, H, carries 0.04; number 75, H, carries 0.10; number 76, H, carries 0.09; number 77, H, carries 0.12; number 78, H, carries 0.09; number 79, H, carries 0.03; number 80, H, carries 0.09; number 81, H, carries 0.09; number 82, H, carries 0.10; number 83, H, carries 0.07; number 84, H, carries 0.10; number 85, H, carries 0.09; number 86, H, carries 0.07; number 87, H, carries 0.07; number 88, H, carries 0.04; number 89, H, carries 0.08; number 90, H, carries 0.11; number 91, H, carries 0.07; number 92, H, carries 0.10; number 93, H, carries 0.10; number 94, H, carries 0.05; number 95, H, carries 0.09; number 96, S, carries 0.51; number 97, C, carries -0.75; number 98, N, carries -0.02; number 99, C, carries -0.21

Record 5
Computed, not measured: a cluster of 2 separate species, C3H8BF in total, with ωB97M-V/def2-TZVPD.

XYZ file:
```
13
C3H8BF (ωB97M-V/def2-TZVPD)
B 0.48815 0.12656 0.01877
C 1.12689 -0.88875 0.91673
C 0.77107 1.15031 -1.04329
C -1.84858 -0.16298 0.20037
F -2.45295 -1.30464 -0.23113
H 0.60630 -0.99344 1.91930
H 2.11011 -0.81904 1.21810
H 1.17923 -1.77822 0.35676
H 1.40652 2.09597 -1.06935
H -0.22235 1.53798 -1.33625
H 1.13539 0.43133 -1.73953
H -2.04115 0.68023 -0.42415
H -2.25862 -0.07531 1.21367
```

The multiplicity is 1. Its HOMO energy is -7.88 eV. The value obtained for the energy relative to the best compared isomer or geometry (same formula, charge and spin) is 62.48 kcal/mol.

List of natural (NBO) charges in e, atom by atom: number 1, B, carries 0.92; number 2, C, carries -1.10; number 3, C, carries -1.11; number 4, C, carries -0.16; number 5, F, carries -0.39; number 6, H, carries 0.27; number 7, H, carries 0.23; number 8, H, carries 0.27; number 9, H, carries 0.27; number 10, H, carries 0.26; number 11, H, carries 0.27; number 12, H, carries 0.12; number 13, H, carries 0.14

The calculation returns the following calculated total energy values, one per record and in order: -1069.030727 -2941.442190 -247.020624 -2872.628393 -243.688758 a.u..